This record from OMol25 describes C21H37NO3S in the gas phase in a non-equilibrium geometry. The level of theory is the ωB97M-V functional and the def2-TZVPD basis.

Values from the calculation:
total charge: 0
HOMO: -8.044 eV
structure (SMILES): CS(=O)(=O)[C@H]1C[C@@H](CCCCCCCCCCCCn2cccc2)CO1
HOMO-LUMO gap: 0.3195 Ha
relative energy (zero: lowest compared OMol25 entry of this formula, charge and spin): 65.3 kcal/mol

Last column: Mulliken charge in e.
Positions of all 63 atoms, in Å:
S -4.900 2.968 0.390  1.369
O -3.848 3.309 -2.208  -0.412
O -4.594 1.911 1.366  -0.674
O -4.927 4.237 1.139  -0.698
N 1.123 -4.244 0.312  0.283
C 1.072 -6.293 -0.567  -0.572
C -2.691 3.036 -3.026  -0.732
C 0.885 -0.513 2.691  0.270
C 3.184 0.787 2.484  -1.129
C -0.242 -2.759 1.907  -0.583
C -2.482 1.902 -0.898  -0.508
C 0.129 -1.826 3.149  -0.894
C 1.082 -2.986 1.084  0.748
C -3.539 3.091 -0.830  -0.128
C 2.385 0.115 -1.359  -0.191
C 0.672 -5.524 0.600  -0.224
C -0.304 1.794 -2.538  -0.636
C 2.265 1.560 -1.989  -0.879
C -6.504 2.576 -0.377  -0.973
C 1.783 -5.443 -1.551  -0.563
C 2.418 -0.492 3.026  -0.616
C -1.578 2.556 -2.011  0.005
C 2.833 1.144 0.993  0.040
C 1.772 -4.140 -0.912  -0.214
C 3.282 0.057 -0.051  -0.559
C 0.924 2.304 -1.661  -0.462
H 2.986 -1.382 2.648  0.192
H -1.831 1.913 0.021  0.274
H 2.167 -3.151 -1.212  0.133
H -7.147 2.103 0.407  0.373
H 2.791 -0.579 -2.142  0.357
H 1.926 -3.041 1.829  0.095
H -0.811 -1.569 3.696  0.320
H 2.990 1.631 3.201  0.350
H 0.418 0.353 3.246  0.518
H 1.361 -0.251 -1.070  -0.048
H -7.003 3.507 -0.736  0.333
H -1.032 -2.267 1.270  0.206
H -0.709 -3.724 2.255  0.382
H 2.248 -5.683 -2.523  0.380
H 2.349 1.502 -3.107  0.409
H -2.846 0.903 -1.236  0.331
H 0.919 -7.386 -0.722  0.336
H 3.310 2.117 0.684  0.385
H -1.129 3.477 -1.539  0.274
H 0.142 -5.823 1.520  0.311
H -2.236 3.975 -3.459  0.289
H -6.351 1.891 -1.245  0.318
H 3.165 2.150 -1.653  0.311
H 1.198 -2.110 0.394  -0.807
H 4.340 0.258 -0.376  0.404
H 2.501 -0.534 4.150  0.406
H 0.755 -2.483 3.820  0.336
H -2.899 3.941 -0.478  0.262
H 4.295 0.588 2.508  0.337
H 1.729 1.309 0.928  -0.262
H 1.097 3.404 -1.842  0.352
H 0.663 -0.345 1.607  -0.358
H -0.428 0.709 -2.256  0.270
H -2.881 2.331 -3.871  0.323
H 0.592 2.215 -0.594  0.162
H -0.109 1.918 -3.633  0.368
H 3.269 -0.994 0.343  0.307

***

This record from OMol25 describes a 4-piece molecular cluster, C21H38BrN2O14P2 overall in a non-equilibrium geometry. The level of theory is the ωB97M-V functional and the def2-TZVPD basis.

Values from the calculation:
total charge: -1
HOMO: -4.035 eV
HOMO-LUMO gap: 0.2291 Ha

Last column: Mulliken charge in e.
Positions of all 78 atoms, in Å:
Br -1.227 -3.690 0.466  -0.275
P 1.084 -0.158 1.061  0.613
P 1.218 -0.056 4.255  0.846
O -0.185 0.897 4.457  -0.495
O -4.737 1.219 0.534  -0.515
O 4.227 -1.067 2.642  -0.571
O 4.194 -3.643 -3.078  -0.334
O -1.980 3.479 -1.954  -0.287
O -6.191 0.600 2.159  -0.381
O -1.009 1.565 -2.679  -0.482
O 3.071 -2.000 -1.994  -0.473
O 1.190 -1.151 5.599  -0.614
O 3.843 -1.670 -4.099  -0.295
O -3.982 0.297 2.465  0.005
O 2.531 0.714 4.367  -0.685
O 1.445 -3.930 1.125  -0.586
O -2.603 2.591 -3.926  -0.381
N 2.814 0.211 1.107  0.616
N 1.032 0.739 -0.537  -0.602
C 3.234 1.599 1.380  -1.072
C 1.081 -1.171 2.712  -0.913
C 1.274 -1.762 -0.043  -0.133
C 3.834 -0.686 1.490  0.266
C -3.558 3.592 -3.588  0.572
C -2.789 4.441 -2.618  -0.560
C -4.947 0.749 1.614  0.461
C 5.696 -4.738 -4.635  -1.471
C -6.031 -0.245 3.294  0.591
C -4.624 0.063 3.713  -0.692
C 4.885 -1.191 0.346  -0.956
C -1.788 2.457 -2.836  0.567
C 4.512 -3.814 -4.456  0.524
C -7.068 0.058 4.353  -1.508
C -1.878 2.151 1.608  -0.748
C 0.691 -3.089 0.560  0.229
C 3.646 -2.399 -2.964  0.420
C 4.770 -2.402 -4.892  -0.539
C -0.814 -0.229 0.911  -0.086
C -1.470 1.229 0.609  0.686
C -4.029 4.338 -4.817  -1.515
H 1.892 0.463 -1.050  0.164
H 5.905 -1.441 0.783  0.375
H 5.953 -4.847 -5.691  0.383
H -4.742 5.122 -4.552  0.373
H -3.436 4.959 -1.909  0.310
H 3.630 -4.234 -4.954  0.273
H -4.537 0.970 4.321  0.312
H 2.720 2.141 2.232  0.230
H 1.065 1.755 -0.394  0.263
H -1.395 -0.582 1.825  -0.102
H 6.572 -4.367 -4.096  0.348
H 4.356 1.560 1.660  0.401
H -3.189 4.792 -5.350  0.351
H 1.858 -1.989 2.795  0.696
H -0.011 1.822 4.191  0.317
H -1.213 -0.857 0.027  0.293
H 3.203 2.180 0.386  0.278
H 5.780 -2.050 -4.658  0.306
H 0.620 -1.520 -0.967  0.428
H -6.927 -0.574 5.233  0.375
H -6.132 -1.282 2.956  0.242
H 0.077 -1.720 2.898  0.455
H -4.509 3.650 -5.518  0.359
H 5.472 -5.726 -4.225  0.359
H 5.038 -0.261 -0.319  0.232
H -8.074 -0.110 3.959  0.356
H -4.406 3.096 -3.103  0.289
H -7.023 1.106 4.662  0.360
H -2.911 2.652 1.525  0.185
H 2.312 -1.911 -0.487  -0.198
H 1.816 -1.864 5.349  0.356
H -1.207 2.497 2.467  -0.083
H -4.154 -0.768 4.241  0.350
H -2.131 5.170 -3.103  0.298
H 0.861 1.074 1.819  -0.023
H 4.502 -2.092 -0.226  0.101
H -1.573 1.538 -0.484  -0.537
H 4.576 -2.250 -5.956  0.298

***

This record from OMol25 describes C21H38CeN3O4P as an isolated structure in a non-equilibrium geometry. The level of theory is the ωB97M-V functional and the def2-TZVPD basis.

Values from the calculation:
total charge: +2
HOMO (alpha / beta): -14.004 / -15.313 eV
HOMO-LUMO gap (alpha / beta): 0.2697 / 0.2824 Ha
multiplicity: 3
relative energy (zero: lowest compared OMol25 entry of this formula, charge and spin): 0.0 kcal/mol

Last column: Mulliken spin population.
Positions of all 68 atoms, in Å:
Ce 0.539 -0.525 -0.814  1.016
P -0.805 -1.353 1.775  0.028
O -1.029 -2.232 -2.282  0.000
O 2.884 -0.496 -1.320  -0.003
O 2.331 -0.193 0.740  -0.003
O 0.945 -4.211 -0.416  0.000
N 3.295 -0.423 -0.099  0.002
N 0.817 1.691 -2.186  -0.010
N -1.005 1.361 -0.050  0.109
C -1.799 -3.872 1.075  0.002
C -1.646 0.176 1.957  0.362
C -1.660 1.346 1.181  0.120
C 0.849 -3.063 -0.531  -0.002
C -2.393 2.455 1.639  0.206
C 1.133 -0.304 3.565  0.009
C -2.973 -2.814 3.026  0.002
C -1.388 -2.922 -3.508  0.000
C 1.926 2.562 -1.715  0.001
C -1.878 3.574 -0.403  0.139
C 1.167 1.295 -3.569  0.000
C -0.798 -1.237 4.717  0.001
C -2.330 -2.562 1.665  0.036
C -0.445 2.485 -2.165  0.000
C 0.725 -2.816 3.571  0.002
C 0.129 0.295 -4.076  0.002
C -3.407 -1.943 0.769  0.016
C 0.100 -1.430 3.500  0.032
C 1.825 3.119 -0.295  0.000
C -2.481 3.590 0.873  -0.029
C -1.172 2.451 -0.834  0.010
H -0.164 -1.236 5.616  0.001
H -2.654 -4.553 0.929  0.002
H -1.339 -3.704 0.093  0.002
H -2.344 -3.374 3.726  0.000
H -3.330 -1.911 3.529  0.001
H -1.075 -4.368 1.740  -0.001
H -1.539 -2.014 4.899  0.000
H 0.919 3.710 -0.174  0.002
H 2.880 2.009 -1.823  0.001
H -2.959 2.387 2.587  0.005
H -0.821 0.800 -4.321  0.000
H -0.166 3.519 -2.401  -0.001
H 2.152 0.803 -3.548  0.000
H -3.834 -1.023 1.191  -0.010
H -1.426 -2.174 -4.320  0.000
H 1.733 -0.429 4.477  -0.001
H -1.837 -1.812 -1.894  0.001
H -1.919 4.491 -1.016  0.001
H 1.249 2.215 -4.175  0.000
H 1.821 -0.284 2.717  -0.003
H -2.977 4.488 1.251  0.004
H -0.615 -3.649 -3.812  0.000
H -3.863 -3.444 2.873  0.000
H -4.212 -2.683 0.678  0.000
H -1.322 -0.287 4.726  -0.002
H 1.372 -3.024 2.716  0.001
H -1.090 2.156 -2.982  0.007
H -3.049 -1.718 -0.243  -0.007
H -0.025 -3.618 3.629  0.000
H -2.323 0.198 2.810  -0.048
H 0.617 0.658 3.617  -0.006
H 0.505 -0.165 -5.002  0.000
H 2.685 3.791 -0.155  0.000
H 1.904 2.351 0.491  -0.001
H -0.073 -0.541 -3.359  0.001
H 1.340 -2.879 4.480  0.002
H -2.341 -3.477 -3.404  0.000
H 1.953 3.435 -2.404  0.000

***

This record from OMol25 describes C21H38ClNa2O25 as an isolated structure in a non-equilibrium geometry. The level of theory is the ωB97M-V functional and the def2-TZVPD basis.

Values from the calculation:
total charge: +1
HOMO: -12.391 eV
HOMO-LUMO gap: 0.3022 Ha
relative energy (zero: lowest compared OMol25 entry of this formula, charge and spin): 0.0 kcal/mol

Last column: Mulliken charge in e.
Positions of all 87 atoms, in Å:
Cl -2.148 0.181 -0.221  1.343
Na -4.513 1.985 0.966  0.922
Na -4.299 -2.581 1.963  0.983
O 2.876 1.455 -3.337  -0.340
O 4.018 0.371 -5.009  -0.565
O -3.356 4.039 -0.111  -0.471
O -2.096 -3.034 5.753  -0.287
O 1.127 -3.123 -2.412  -0.093
O -2.677 -0.906 0.604  -0.410
O -2.941 6.286 -0.442  -0.308
O 3.273 5.055 0.357  -0.365
O 3.128 0.865 1.493  -0.324
O 1.596 4.247 1.332  -0.370
O 3.173 0.198 3.674  -0.588
O -1.035 -0.271 -0.989  -0.413
O -0.962 -5.094 0.558  -0.405
O 1.745 0.547 -5.032  -0.368
O 2.293 -3.175 -4.399  -0.591
O 2.443 -1.130 1.979  -0.389
O -1.015 -1.345 4.697  -0.339
O -3.200 0.603 -1.126  -0.708
O -2.161 4.840 -1.885  -0.374
O 3.281 -2.799 -2.370  -0.273
O -1.955 1.297 0.642  -0.596
O -2.597 -2.480 3.530  -0.532
O -3.219 -4.611 0.736  -0.596
O 1.501 4.429 -0.946  -0.608
O -2.375 -6.715 0.616  -0.306
C 2.235 -3.083 -3.168  0.708
C 0.704 0.976 -4.179  -0.035
C -0.106 -3.198 -3.104  -0.814
C -2.292 -5.421 0.629  0.757
C 1.528 1.448 -2.958  1.151
C 4.274 5.251 -0.665  -0.657
C -1.537 -2.685 6.954  -0.624
C 4.611 -3.035 -2.942  -0.805
C 2.151 -1.003 0.607  0.788
C 2.071 4.678 0.145  0.821
C -3.927 6.855 0.509  -0.686
C -0.472 -3.761 0.695  -0.392
C -3.641 -7.247 0.900  -0.688
C -2.849 4.951 -0.727  0.619
C -1.979 -2.248 4.580  0.589
C 2.992 0.728 -4.460  0.512
C 2.904 0.042 2.502  0.600
C -1.767 3.604 -2.376  -0.046
C -0.518 -0.621 3.585  -0.135
C 2.792 0.279 0.174  0.805
C 0.262 3.789 1.439  -0.224
H -4.913 6.393 0.569  0.306
H 4.551 4.414 -1.306  0.264
H -0.030 3.416 2.421  0.300
H 3.663 0.202 -0.478  0.228
H 1.065 -0.941 0.668  -0.551
H 4.988 -4.034 -2.720  0.279
H 0.338 -0.112 4.029  0.249
H -1.249 0.113 3.246  0.203
H 5.136 5.608 -0.102  0.259
H 4.614 -3.034 -4.032  0.373
H 0.537 -3.714 0.287  0.264
H 0.008 1.700 -4.604  0.280
H 2.512 -1.869 0.052  0.124
H -0.508 -4.212 -3.119  0.328
H -4.475 -6.871 0.308  0.289
H 1.060 2.410 -2.746  -0.184
H -0.971 -2.848 0.372  0.145
H -0.934 -2.679 -2.621  0.184
H 1.213 0.766 -2.169  -0.472
H -0.072 -2.814 -4.123  0.406
H 0.211 0.027 -3.966  0.049
H 0.277 2.886 0.829  -0.047
H -2.121 -1.901 7.435  0.272
H -3.532 6.925 1.523  0.293
H -0.143 -1.264 2.789  -0.045
H -0.476 -2.535 6.752  0.293
H -0.460 4.541 1.122  0.221
H -1.692 -3.343 7.810  0.261
H -2.647 2.961 -2.366  0.353
H -3.651 -8.332 0.796  0.258
H -3.982 7.848 0.065  0.266
H -0.445 -3.681 1.782  0.371
H -1.456 3.633 -3.420  0.173
H 5.230 -2.258 -2.495  0.244
H -3.946 -7.021 1.922  0.304
H 2.006 0.852 -0.317  -0.648
H -0.991 3.224 -1.712  -0.110
H 3.942 6.115 -1.240  0.346

***

The electronic energy results, record by record, are as follows: -1500.88668 -5242.52237 -2104.10732 -3488.34677 hartree.